Computed, not measured: a molecular structure, C23H43Cl2F5N3O5PbSiTe, with wB97M-V/def2-TZVPD.

Last column: Mulliken charge in e.
Atoms and positions in Å:
H1 -1.38928 -8.90031 1.21223  0.3217
F1 5.10667 -0.53167 0.40866  -0.5011
H2 -3.38118 2.51822 -1.99611  0.1557
C1 0.75384 2.81634 -2.15312  -0.3859
H3 0.28950 -6.37823 -0.78006  0.2906
C2 -3.35557 -6.22300 0.95571  -0.8905
H4 -2.35521 2.62816 1.04596  0.3455
H5 -0.62164 -4.91790 -0.33420  -0.0003
H6 -0.87941 3.47909 -0.93803  0.0754
O1 0.64782 2.12518 1.47038  -1.0720
C3 1.12319 -1.62668 2.73796  -0.1205
C4 -1.20099 1.83543 -4.04356  0.0399
C5 0.84676 -1.50217 5.13382  -0.9188
C6 0.38162 5.12620 -1.57370  -0.6514
H7 -2.70191 -9.33189 0.09327  0.2616
C7 1.90075 3.18016 -2.84936  -0.1211
H8 1.23799 0.73966 -2.15733  0.5947
C8 1.52127 5.49229 -2.28032  -0.5674
H9 1.81884 6.53965 -2.33515  0.3759
C9 1.11154 4.61838 2.46513  -0.9493
H10 -1.70691 2.01643 -6.11983  0.3188
H11 -3.00504 0.02060 -1.87887  0.1192
H12 -2.27004 0.50243 -5.38859  0.3530
H13 -1.03559 -9.19035 -0.50587  0.2527
F2 4.28588 1.96891 1.04176  -0.5407
H14 -1.05834 2.89390 -3.81190  0.3645
H15 2.32646 2.34054 0.26149  0.9964
H16 1.50252 -2.16936 1.86786  0.5937
H17 -3.55187 -5.16945 0.70925  0.2632
O2 -0.44846 1.13137 -1.06667  -0.4351
C10 0.00166 3.78660 -1.50299  0.3411
H18 -4.47084 -0.25072 -0.88426  0.3909
C11 -0.54175 0.92586 -3.32003  0.4444
C12 -3.40412 0.00753 -0.85198  -0.6561
H19 3.57190 4.08454 0.17737  0.2492
O3 2.31469 -0.14529 0.18920  -0.9923
C13 2.03191 -3.40718 4.05500  -0.9705
H20 0.32324 -0.58558 4.86616  0.1900
H21 -4.92517 2.26901 -1.12426  0.3210
H22 0.62892 5.49805 2.01206  0.2836
H23 -2.84636 -0.71820 -0.26084  0.1348
C14 -3.84951 2.43724 -1.00302  -0.7667
C15 3.07384 4.69516 0.93326  -1.0752
C16 -1.76903 -8.75752 0.18982  -0.9305
Te1 3.77904 0.15354 1.61912  1.8606
N1 -3.25712 1.33239 -0.26651  0.3128
H24 0.35451 3.91860 2.81879  0.2164
H25 -0.71166 -1.04975 -2.51656  0.0506
N2 1.94826 3.95262 1.47549  0.6317
Cl1 -2.76089 -6.79803 -2.11874  -0.3467
H26 2.92826 -3.27606 4.66707  0.3177
C17 0.32341 1.35783 -2.15184  0.0758
H27 0.37352 -0.90379 -3.90207  0.3009
C18 -2.44967 1.57607 0.75478  0.0459
N3 1.32202 -2.14443 3.91918  0.4930
C19 -0.58525 -0.54504 -3.48913  -1.2751
C20 -0.45945 -5.97600 -0.08168  -0.5753
F3 2.52905 0.92729 3.00674  -0.6406
H28 2.31828 -3.76130 3.06221  0.2367
H29 2.48772 2.40680 -3.34760  0.4360
O4 0.49323 -0.52338 2.63389  -0.8474
H30 0.16734 -2.18241 5.66590  0.3389
H31 -3.68863 3.37318 -0.45198  0.2973
H32 -4.30466 -6.77147 0.86648  0.2659
H33 3.18302 4.78846 -3.46011  0.3680
H34 -0.22283 5.87975 -1.07080  0.4000
H35 1.73273 4.96019 3.30314  0.3307
H36 -0.02977 -6.01707 0.93135  0.2492
Cl2 -0.56266 -2.06481 -0.02475  -0.5005
C21 1.65559 2.75623 1.02051  -0.2234
H37 1.69175 -1.27498 5.79746  0.3118
F4 5.13252 0.42858 3.01535  -0.5071
H38 -1.38363 -0.87209 -4.16452  0.3956
Si1 -2.05158 -6.94235 -0.17361  0.5106
O5 -1.82389 0.67599 1.38049  -0.6863
C22 -2.10533 1.56998 -5.19441  -1.5925
H39 3.78082 4.93970 1.73411  0.3379
F5 3.66596 -1.68430 2.35444  -0.5320
Pb1 0.24357 0.16674 0.67053  1.7815
H40 1.38000 -4.14837 4.52927  0.3574
H41 2.71738 5.62011 0.46523  0.3904
H42 -3.03617 -6.27001 2.00714  0.3139
H43 -3.09079 2.03753 -5.03826  0.2857
C23 2.28339 4.51264 -2.91241  -0.7185

Output
**E_tot**: -3612.89235 Eh
**Max |F|**: 3.5 eV Å⁻¹
**Energy above the lowest of the compared OMol25 structures with the same formula, charge and spin**: 13.47 kcal/mol
**Net charge**: -1
**Multiplicity**: 1
**Kohn-Sham gap (spin up / spin down)**: 4.6 / 5.4 eV